[1]
DFT (ωB97M-V/def2-TZVPD) results for a 13-piece molecular cluster, C4H30O15 overall.

Results
E_tot in a.u.: -1299.17492
F_max in eV/Å: 2.30
Charge: -2
HOMO energy in eV: -3.6
Energy relative to the best compared isomer or geometry (same formula, charge and spin) in kcal/mol: 26.8
HOMO-LUMO gap in eV: 8.75

Last column: Löwdin charge in e.
CARTESIAN COORDINATES (ANGSTROEM)
O: -1.1047 -1.6836 -1.3138  -0.14
C: 0.0096 -1.0794 -1.6006  -0.59
O: 0.6297 -1.2870 -2.6458  0.00
C: 0.6080 -0.2315 -0.4759  -0.08
C: 1.4032 0.9523 -1.0721  -0.17
C: 1.9519 1.8495 0.0440  -0.30
O: 0.8872 2.5036 0.7197  -0.33
H: 1.2076 -0.8778 0.1648  0.12
H: -0.1822 0.2762 0.0860  0.09
H: 0.8836 1.5230 -1.8371  0.11
H: 2.2758 0.5129 -1.5669  0.11
H: 2.4803 1.2857 0.8213  0.10
H: 2.6589 2.5350 -0.4535  0.10
H: -2.1306 1.1784 -0.3503  0.01
H: -2.3807 -0.3662 -0.6665  0.01
O: -2.8243 0.4471 -0.3447  -0.11
H: 2.3412 -0.5803 2.8557  0.02
H: 1.6758 0.6822 3.5400  0.00
O: 2.5357 0.2724 3.3145  -0.11
H: -1.2443 -2.3389 0.0976  0.01
H: -1.6975 -2.3043 1.5942  0.03
O: -1.2806 -2.8957 0.9469  -0.11
H: 1.9277 -2.5073 -2.7059  -0.02
H: 1.7233 -3.8876 -2.0956  -0.01
O: 2.4124 -3.2875 -2.3936  -0.10
H: -3.0974 -0.1832 -2.5086  0.00
H: -2.1411 -1.3315 -2.8671  0.02
O: -2.6850 -0.6184 -3.2416  -0.07
H: -0.3209 2.5188 -0.0397  0.00
H: -1.6526 3.3326 0.2534  0.05
O: -1.3345 2.6297 -0.3326  -0.13
H: -1.6208 2.0146 -2.9569  0.00
H: -2.0982 1.1013 -4.1103  0.00
O: -1.5623 1.8745 -3.9012  -0.08
H: -1.6851 0.5742 2.5600  -0.01
H: -2.5046 0.0616 1.3564  -0.01
O: -2.3761 -0.0578 2.3322  -0.10
H: 0.3335 -1.4160 2.6844  0.03
H: 0.2395 -2.7000 1.8372  0.00
O: 0.8559 -2.1850 2.4049  -0.10
H: -0.5679 -4.2930 -0.5725  0.00
H: -0.6716 -4.3004 -2.0505  0.04
O: -0.1992 -4.7424 -1.3309  -0.06
H: 0.4483 2.6042 3.5948  0.01
H: 0.4872 2.2063 2.0220  -0.01
O: 0.2203 1.8792 3.0094  -0.16
H: 1.9180 3.6966 1.8064  0.02
H: 2.7463 2.8691 2.7906  0.00
O: 2.5011 3.7738 2.5977  -0.10

Cartesian forces (eV/Å) of the 2 atoms listed first:
O -0.02 0.30 -0.32
C 0.00 -1.18 0.77

[2]
DFT (ωB97M-V/def2-TZVPD) results for a 11-piece molecular cluster, C4H31N2O12 overall.

Results
E_tot in a.u.: -1183.11077
F_max in eV/Å: 2.59
Charge: +1
HOMO energy in eV: -12.6
Energy relative to the best compared isomer or geometry (same formula, charge and spin) in kcal/mol: 103.2
HOMO-LUMO gap in eV: 9.67

Last column: Löwdin charge in e.
CARTESIAN COORDINATES (ANGSTROEM)
N: 1.6057 0.5108 -0.3090  0.20
C: 0.4132 0.4304 0.6338  -0.04
C: -0.8217 0.8683 -0.1768  -0.43
N: -1.6920 1.8145 0.2813  0.12
C: -1.7324 2.6781 1.4847  -0.13
C: -2.2946 2.0147 2.8203  -0.25
O: -3.6084 2.4722 3.0071  -0.07
O: -0.9178 0.2200 -1.2070  0.03
H: 1.3263 0.2058 -1.2200  0.13
H: 2.2156 -0.3053 -0.1145  0.08
H: 2.1711 1.3699 -0.2247  0.16
H: 0.3081 -0.6073 1.1276  0.13
H: 0.7589 0.9722 1.5079  0.12
H: -2.3516 1.9970 -0.4922  0.17
H: -0.9275 3.3721 1.7876  0.12
H: -2.3851 3.5323 1.2835  0.12
H: -1.5749 2.5462 3.6100  0.14
H: -2.2763 0.9056 2.9462  0.10
H: -4.1315 1.7683 3.4355  0.11
H: 3.1173 -0.8282 -4.4051  0.05
H: 4.2619 -1.1990 -3.6602  0.02
O: 3.3372 -1.1114 -3.5143  -0.04
H: 2.7541 3.8968 1.8842  0.07
H: 3.8164 2.6870 1.5853  0.04
O: 2.8923 2.9627 1.6079  -0.07
H: -3.0780 -1.7137 2.6786  -0.04
H: -3.4426 -1.4938 1.2076  0.06
O: -3.6577 -1.2072 2.1327  -0.07
H: 0.5489 -3.1179 -4.0520  0.08
H: -0.3497 -2.5691 -3.0045  0.03
O: 0.3829 -3.2128 -3.0867  -0.06
H: 2.0414 -4.0939 -1.6147  0.02
H: 0.7274 -4.5309 -1.4450  0.03
O: 1.5386 -4.5458 -0.9474  -0.03
H: -1.0288 4.3828 -1.7478  0.04
H: 0.3460 5.0512 -2.0461  0.00
O: -0.2152 4.7414 -1.3779  -0.04
H: 0.0346 -1.8775 0.0299  0.01
H: 1.0818 -3.0578 -0.1468  -0.01
O: 0.5249 -2.5772 0.5122  -0.09
H: -1.0687 -1.8943 4.3353  0.06
H: -1.0539 -1.7223 2.8563  0.04
O: -1.5636 -2.1825 3.5618  -0.05
H: -2.6754 -0.7169 -3.6863  0.04
H: -1.5886 -0.2127 -3.0099  0.00
O: -1.7550 -0.9375 -3.6318  -0.05
H: 3.7802 -1.7865 0.2707  0.12
H: 3.1879 -2.2241 -1.1235  0.07
O: 3.0178 -1.6747 -0.3436  -0.04

Cartesian forces (eV/Å) of the 2 atoms listed first:
N -0.26 -1.02 1.68
C 0.68 0.05 1.51

[3]
DFT (ωB97M-V/def2-TZVPD) results for a 12-piece molecular cluster, C4H31NO11 overall.

Results
E_tot in a.u.: -1053.22495
F_max in eV/Å: 6.74
HOMO energy in eV: -9.1
Energy relative to the best compared isomer or geometry (same formula, charge and spin) in kcal/mol: 138.2
HOMO-LUMO gap in eV: 9.18

Last column: Löwdin charge in e.
CARTESIAN COORDINATES (ANGSTROEM)
C: 0.7553 -1.3378 -0.4737  -0.04
C: 0.0504 -0.2606 -0.0629  -0.16
C: -1.5096 -0.2396 0.0599  -0.22
C: -1.8668 1.1988 0.4646  -0.21
N: -3.1084 1.1023 1.4234  0.00
H: 0.2576 -2.3994 -0.5454  0.11
H: 1.7297 -1.1569 -1.0462  0.07
H: 0.5306 0.6788 0.0561  0.06
H: -1.7368 -0.3861 -1.0707  0.08
H: -1.7980 -1.0649 0.6718  0.08
H: -1.9533 1.8680 -0.3636  0.09
H: -1.1404 1.6710 1.1630  0.10
H: -3.8924 0.8415 0.9937  -0.04
H: -2.9655 0.3841 2.2456  0.12
O: 2.3199 2.4279 2.9105  -0.10
H: 2.1153 1.3501 2.9683  0.11
H: 2.8668 2.3828 2.1623  -0.02
O: -3.5373 0.6188 -1.5797  -0.06
H: -3.6712 -0.1583 -1.0368  0.05
H: -4.0781 0.4118 -2.3577  0.09
O: -1.1844 0.7373 -2.9120  -0.04
H: -1.8902 0.9938 -2.2048  0.06
H: -1.4019 1.2921 -3.5802  0.01
O: 1.9410 -2.9511 1.2797  -0.08
H: 1.1803 -2.7851 1.8166  0.00
H: 2.4306 -2.0868 1.3529  0.03
O: -1.6212 -1.9576 -3.3213  -0.03
H: -1.6316 -2.2394 -2.4933  -0.10
H: -1.4126 -0.9639 -3.2599  0.03
O: -2.9257 -2.8039 -0.1952  -0.06
H: -2.6151 -3.6315 -0.6484  0.08
H: -2.1308 -2.2774 -0.3218  -0.04
O: 3.0434 0.0096 2.0741  -0.07
H: 3.7759 -0.4819 2.4201  0.06
H: 3.1684 0.2175 1.1235  0.02
O: 2.9677 1.0436 -0.2936  -0.04
H: 2.8309 0.5420 -1.0944  0.01
H: 2.3777 1.7735 -0.3684  -0.01
O: 0.2981 -0.8403 3.1697  -0.10
H: -0.2528 0.0372 3.1983  0.09
H: 1.0873 -0.2341 3.1275  0.01
O: 1.5592 3.1304 0.4287  -0.10
H: 1.7349 3.1834 1.4003  0.02
H: 0.7059 3.6632 0.2294  0.11
O: 2.0501 0.0313 -2.6921  -0.03
H: 1.1573 -0.1708 -2.3871  0.02
H: 2.5182 -0.7033 -2.9923  0.03

Cartesian forces (eV/Å) of the 2 atoms listed first:
C -0.86 -0.28 -1.25
C -0.49 -2.26 -0.71

[4]
DFT (ωB97M-V/def2-TZVPD) results for a 13-piece molecular cluster, C4H31O15 overall.

Results
E_tot in a.u.: -1299.73170
F_max in eV/Å: 1.89
Charge: -1
HOMO energy in eV: -7.3
Energy relative to the best compared isomer or geometry (same formula, charge and spin) in kcal/mol: 0.0
HOMO-LUMO gap in eV: 9.69

Last column: Löwdin charge in e.
CARTESIAN COORDINATES (ANGSTROEM)
O: -0.4296 1.7932 1.8560  -0.05
C: -0.6514 1.7683 0.6180  -0.65
O: -1.1216 0.7812 -0.0100  -0.06
C: -0.2801 2.9260 -0.2694  -0.13
C: 1.2645 2.9553 -0.4349  -0.14
C: 1.6055 3.3199 -1.8798  -0.27
O: 2.3288 2.4071 -2.6889  -0.07
H: -0.8510 2.7610 -1.1869  0.11
H: -0.5917 3.8681 0.1834  0.11
H: 1.5314 3.7288 0.3479  0.13
H: 1.6151 1.9980 -0.0538  0.10
H: 0.7308 3.6576 -2.4377  0.11
H: 2.2384 4.1913 -1.8453  0.10
H: 2.0401 1.5014 -2.5018  0.05
H: -4.6907 -0.3141 0.0958  0.05
H: -3.3794 0.4485 0.0339  0.03
O: -4.1497 0.2036 -0.5067  -0.05
H: 0.0440 -3.4679 -3.6325  -0.01
H: 0.9712 -3.8170 -2.4902  0.02
O: 0.6851 -4.1320 -3.3535  -0.07
H: -1.5392 -2.4721 -0.3080  0.05
H: -0.1373 -1.8443 -0.1853  -0.02
O: -0.7172 -2.3223 -0.7808  -0.04
H: -2.2139 -1.8010 -3.8286  0.02
H: -1.5628 -2.5293 -2.6666  -0.01
O: -1.8888 -2.6782 -3.5701  -0.08
H: 0.6864 -1.2206 1.2739  -0.04
H: 1.8882 -0.6276 1.6877  0.01
O: 1.6308 -1.3432 1.0681  -0.07
H: -2.0619 0.6811 -2.5843  0.04
H: -3.1846 -0.1741 -2.1022  0.00
O: -2.7033 0.0190 -2.9234  -0.07
H: 0.7239 -3.9480 2.6164  0.02
H: 0.3342 -4.7172 1.3724  0.03
O: 0.6224 -4.8463 2.2878  -0.07
H: -0.6851 -0.9605 2.5158  0.03
H: -1.1194 -0.4834 1.1237  0.01
O: -0.9881 -1.2955 1.6711  -0.07
H: 1.2000 1.3006 2.5802  0.05
H: 1.4127 0.5403 4.0169  0.07
O: 1.5914 0.5526 3.0768  -0.07
H: 0.1008 -0.3358 -2.3182  0.03
H: 0.9393 -0.2986 -0.9855  0.00
O: 0.9846 -0.3538 -1.9431  -0.04
H: -1.7944 1.3814 3.7504  0.03
H: -0.5903 0.4082 3.7901  -0.03
O: -1.2657 0.8222 4.3235  -0.06
H: 4.3433 2.4226 2.0072  0.03
H: 3.2851 1.5067 2.7630  -0.02
O: 4.0162 2.1284 2.8614  -0.07

Cartesian forces (eV/Å) of the 2 atoms listed first:
O 0.12 0.21 -0.41
C -0.11 0.06 0.16

Question: Among the records above, which one has the highest E_tot?
Answer: C4H31NO11